## w
Density functional theory data (ωB97M-V/def2-TZVPD) for C5H12O as an isolated structure.

Computed properties:
Orbital gap (eV): 9.03
Highest occupied orbital energy (eV): -8.14
Spin multiplicity: 1
LUMO energy (eV): 0.889

Geometry as XYZ:
```
18
C5H12O (ωB97M-V/def2-TZVPD)
C 0.387 0.030 -0.300
C -0.649 0.474 0.595
C -0.339 1.203 -1.673
C 0.375 -1.380 -0.825
C -0.229 -0.550 2.110
O 1.673 0.435 -0.039
H 1.662 1.325 0.342
H -1.657 0.150 0.366
H -0.553 1.488 0.973
H 0.893 -1.414 -1.787
H -0.764 2.163 -1.376
H 0.544 1.418 -2.279
H -1.061 0.619 -2.245
H -0.643 -1.748 -0.952
H 0.911 -2.045 -0.144
H 0.837 -0.561 2.341
H -0.611 -1.563 1.983
H -0.774 -0.046 2.909
```


## x
Density functional theory data (ωB97M-V/def2-TZVPD) for C5H12O in the gas phase.

Computed properties:
Orbital gap (eV): 10.78
Highest occupied orbital energy (eV): -9.82
SMILES string: CC(C)CCO
Spin multiplicity: 1
LUMO energy (eV): 0.959

Geometry as XYZ:
```
18
C5H12O (ωB97M-V/def2-TZVPD)
C -0.833 -0.923 -0.486
C 0.153 0.222 -0.780
C 1.180 -0.138 -1.875
C 0.731 0.545 0.605
C -0.440 0.709 1.638
O -1.064 -0.492 2.234
H -1.667 -0.978 -1.182
H -1.226 -0.895 0.536
H -0.270 -1.858 -0.460
H -0.374 1.118 -1.147
H 1.790 -1.002 -1.581
H 1.872 0.683 -2.117
H 0.674 -0.406 -2.814
H 1.445 -0.240 0.884
H 1.321 1.482 0.598
H -1.188 1.317 1.098
H -0.073 1.238 2.509
H -2.030 -0.382 2.338
```


## y
Density functional theory data (ωB97M-V/def2-TZVPD) for C5H12O as an isolated structure.

Computed properties:
Orbital gap (eV): 9.74
Highest occupied orbital energy (eV): -8.82
Spin multiplicity: 1
LUMO energy (eV): 0.911

Geometry as XYZ:
```
18
C5H12O (ωB97M-V/def2-TZVPD)
C 2.003 -0.266 -0.795
C 0.870 -0.678 0.046
C -0.509 -0.118 -0.140
C -1.631 -0.902 0.496
C -0.531 1.545 0.810
O -0.903 0.293 -1.370
H 1.812 -0.489 -1.847
H 2.956 -0.739 -0.567
H 2.179 0.806 -0.729
H 0.676 -0.051 1.010
H 0.865 -1.747 0.256
H -1.451 -1.071 1.560
H -1.736 -1.877 0.000
H -2.566 -0.348 0.369
H -0.425 1.483 1.911
H -1.529 1.920 0.577
H 0.197 2.281 0.425
H -0.277 -0.041 -2.013
```


Which structure loses on stability? w does.


## w
Density functional theory data (ωB97M-V/def2-TZVPD) for C5H12O in the gas phase.

Computed properties:
Orbital gap (eV): 11.05
Highest occupied orbital energy (eV): -10.10
SMILES string: CC(C)CCO
Spin multiplicity: 1
LUMO energy (eV): 0.949

Geometry as XYZ:
```
18
C5H12O (ωB97M-V/def2-TZVPD)
C -1.216 0.821 -0.961
C -0.599 -0.332 -0.159
C -1.650 -1.068 0.666
C 0.556 0.161 0.733
C 1.821 0.376 -0.108
O 2.980 -0.213 0.457
H -0.461 1.425 -1.483
H -1.785 1.500 -0.313
H -1.899 0.426 -1.720
H -0.214 -1.039 -0.922
H -2.229 -0.372 1.287
H -1.187 -1.792 1.347
H -2.346 -1.606 0.016
H 0.249 1.104 1.209
H 0.736 -0.525 1.572
H 1.978 1.451 -0.270
H 1.636 -0.081 -1.089
H 3.629 -0.235 -0.260
```


## x
Density functional theory data (ωB97M-V/def2-TZVPD) for a 2-piece molecular cluster, C5H12O overall.

Computed properties:
Orbital gap (spin up / spin down) (eV): 7.93 / 7.92
Highest occupied orbital energy (spin up / spin down) (eV): -7.16 / -7.15
Spin multiplicity: 1
LUMO energy (spin up / spin down) (eV): 0.778 / 0.773

Geometry as XYZ:
```
18
C5H12O (ωB97M-V/def2-TZVPD)
C -0.827 -2.358 0.353
C -0.738 -0.877 0.109
C 0.430 1.297 -0.577
C -0.554 2.405 -0.451
O 1.226 1.048 0.404
C 1.949 -0.098 0.486
H -0.271 -2.908 -0.417
H -0.370 -2.569 1.325
H -1.880 -2.626 0.337
H -1.302 -0.301 0.849
H -1.217 -0.634 -0.844
H 0.590 0.826 -1.548
H -1.556 2.070 -0.742
H -0.306 3.237 -1.113
H -0.594 2.764 0.580
H 2.573 -0.119 1.380
H 0.442 -0.751 0.331
H 2.404 -0.406 -0.462
```


## y
Density functional theory data (ωB97M-V/def2-TZVPD) for C5H12O in the gas phase.

Computed properties:
Orbital gap (eV): 10.82
Highest occupied orbital energy (eV): -9.65
SMILES string: CC[C@@H](C)OC
Spin multiplicity: 1
LUMO energy (eV): 1.171

Geometry as XYZ:
```
18
C5H12O (ωB97M-V/def2-TZVPD)
C -0.966 -1.913 0.315
C -1.321 -0.440 0.140
C -0.113 0.400 -0.259
C -0.458 1.872 -0.459
O 0.861 0.273 0.771
C 2.165 0.062 0.298
H -0.571 -2.336 -0.617
H -0.199 -2.028 1.087
H -1.840 -2.506 0.605
H -1.722 -0.037 1.079
H -2.102 -0.321 -0.622
H 0.300 -0.007 -1.197
H -1.214 2.001 -1.243
H 0.430 2.449 -0.742
H -0.855 2.289 0.473
H 2.827 0.046 1.168
H 2.249 -0.902 -0.230
H 2.498 0.860 -0.383
```


Which structure loses on stability? x does.


## w
Density functional theory data (ωB97M-V/def2-TZVPD) for C2H3NO2 in the gas phase.

Computed properties:
Orbital gap (spin up / spin down) (eV): 8.29 / 8.36
Highest occupied orbital energy (spin up / spin down) (eV): -9.05 / -9.13
Spin multiplicity: 1
LUMO energy (spin up / spin down) (eV): -0.759 / -0.772

Geometry as XYZ:
```
8
C2H3NO2 (ωB97M-V/def2-TZVPD)
C -0.536 -0.919 0.705
C -0.600 0.483 0.038
N 1.764 0.227 0.023
O 0.776 1.045 0.183
O 1.620 -0.876 -0.329
H -0.899 -1.676 0.042
H -0.798 0.422 -0.993
H -1.328 1.293 0.332
```


## x
Density functional theory data (ωB97M-V/def2-TZVPD) for a 2-piece molecular cluster, C2H3NO2 overall.

Computed properties:
Orbital gap (eV): 9.77
Highest occupied orbital energy (eV): -8.99
Spin multiplicity: 1
LUMO energy (eV): 0.781

Geometry as XYZ:
```
8
C2H3NO2 (ωB97M-V/def2-TZVPD)
C -1.957 0.139 0.329
C 0.806 0.047 -0.632
N -1.737 1.187 0.726
O 1.630 -0.683 -1.215
O 1.022 0.311 0.732
H -2.208 -0.716 -0.230
H 2.212 -1.111 -0.596
H 0.233 0.827 0.886
```


Which structure loses on stability? w does.


## w
Density functional theory data (ωB97M-V/def2-TZVPD) for C2H3NO2 in the gas phase.

Computed properties:
Orbital gap (eV): 9.98
Highest occupied orbital energy (eV): -9.08
SMILES string: C1=NOCO1
Spin multiplicity: 1
LUMO energy (eV): 0.896

Geometry as XYZ:
```
8
C2H3NO2 (ωB97M-V/def2-TZVPD)
C 1.198 0.492 0.037
N 1.409 -0.788 0.016
O 0.025 -1.245 -0.103
C -0.840 -0.261 0.032
O -0.193 0.892 -0.062
H 1.674 1.393 -0.137
H -1.585 -0.370 0.867
H -1.688 -0.113 -0.650
```


## x
Density functional theory data (ωB97M-V/def2-TZVPD) for C2H3NO2 in the gas phase.

Computed properties:
Orbital gap (spin up / spin down) (eV): 8.17 / 8.17
Highest occupied orbital energy (spin up / spin down) (eV): -9.34 / -9.34
SMILES string: C=[N+]([O-])C=O
Spin multiplicity: 1
LUMO energy (spin up / spin down) (eV): -1.171 / -1.171

Geometry as XYZ:
```
8
C2H3NO2 (ωB97M-V/def2-TZVPD)
C -0.130 -1.188 -0.171
N 0.448 0.001 -0.329
O 1.226 0.240 -1.275
C -0.082 1.185 0.458
O -1.081 0.972 1.304
H 0.269 -1.964 -0.787
H -0.867 -1.427 0.489
H 0.218 2.181 0.311
```


## y
Density functional theory data (ωB97M-V/def2-TZVPD) for C2H3NO2 in the gas phase.

Computed properties:
Orbital gap (spin up / spin down) (eV): 8.98 / 8.61
Highest occupied orbital energy (spin up / spin down) (eV): -8.44 / -7.95
Spin multiplicity: 1
LUMO energy (spin up / spin down) (eV): 0.536 / 0.659

Geometry as XYZ:
```
8
C2H3NO2 (ωB97M-V/def2-TZVPD)
C -0.156 -0.688 0.624
C 0.584 0.183 -0.463
N -1.614 0.830 0.087
O -0.417 1.166 -0.640
O -1.339 -0.188 0.809
H 0.395 -1.574 0.948
H 1.571 0.764 -0.076
H 0.975 -0.493 -1.288
```


Which structure loses on stability? y does.


## w
Density functional theory data (ωB97M-V/def2-TZVPD) for a 2-piece molecular cluster, C2H3NO2 overall.

Computed properties:
Orbital gap (eV): 11.57
Highest occupied orbital energy (eV): -10.55
Spin multiplicity: 1
LUMO energy (eV): 1.015

Geometry as XYZ:
```
8
C2H3NO2 (ωB97M-V/def2-TZVPD)
O 2.734 -0.619 -0.258
C 1.964 0.165 -0.540
N -0.327 -0.790 0.446
C -1.171 0.099 0.126
O -0.837 1.202 -0.548
H 0.125 1.148 -0.714
H -0.761 -1.551 0.959
H -2.241 0.089 0.345
```


## x
Density functional theory data (ωB97M-V/def2-TZVPD) for a 2-piece molecular cluster, C2H3NO2 overall.

Computed properties:
Orbital gap (eV): 10.83
Highest occupied orbital energy (eV): -9.86
SMILES string: C#[N+][O-].C=O
Spin multiplicity: 1
LUMO energy (eV): 0.978

Geometry as XYZ:
```
8
C2H3NO2 (ωB97M-V/def2-TZVPD)
C 2.454 0.631 0.167
N 1.764 -0.117 -0.366
O 1.058 -1.040 -0.567
H 3.401 1.112 0.410
C -1.386 0.235 0.053
O -0.803 1.257 0.134
H -2.108 -0.047 -0.788
H -1.480 -0.416 0.939
```


## y
Density functional theory data (ωB97M-V/def2-TZVPD) for C2H3NO2 in the gas phase.

Computed properties:
Orbital gap (eV): 10.09
Highest occupied orbital energy (eV): -10.16
SMILES string: C=NOC=O
Spin multiplicity: 1
LUMO energy (eV): -0.071

Geometry as XYZ:
```
8
C2H3NO2 (ωB97M-V/def2-TZVPD)
C 1.576 0.571 -0.238
N 0.211 0.755 -0.419
O -0.309 -0.357 0.195
C -1.517 -0.482 0.235
O -2.267 -0.260 -0.762
H 2.382 1.260 -0.476
H 2.011 -0.348 0.427
H -2.087 -1.138 1.037
```


Which structure loses on stability? x does.


## w
Density functional theory data (ωB97M-V/def2-TZVPD) for a 2-piece molecular cluster, C2H3NO2 overall.

Computed properties:
Orbital gap (spin up / spin down) (eV): 7.37 / 7.93
Highest occupied orbital energy (spin up / spin down) (eV): -8.93 / -9.79
SMILES string: O=C=O.C=N
Spin multiplicity: 1
LUMO energy (spin up / spin down) (eV): -1.564 / -1.855

Geometry as XYZ:
```
8
C2H3NO2 (ωB97M-V/def2-TZVPD)
O 1.476 0.676 -0.299
C 1.394 -0.434 0.180
O 2.145 -1.279 0.483
C -0.971 -0.211 0.006
N -0.876 1.006 -0.480
H -0.944 -1.082 -0.648
H -1.831 -0.366 0.658
H -0.393 1.690 0.101
```


## x
Density functional theory data (ωB97M-V/def2-TZVPD) for C2H3NO2 in the gas phase.

Computed properties:
Orbital gap (spin up / spin down) (eV): 9.30 / 9.26
Highest occupied orbital energy (spin up / spin down) (eV): -10.64 / -10.62
Spin multiplicity: 1
LUMO energy (spin up / spin down) (eV): -1.340 / -1.365

Geometry as XYZ:
```
8
C2H3NO2 (ωB97M-V/def2-TZVPD)
C -0.018 0.252 -0.383
C 0.137 -0.672 0.816
N -0.271 -0.148 -1.542
O -0.102 1.599 -0.296
O -0.404 1.754 -1.682
H -0.311 -0.417 1.730
H -0.174 -1.742 0.442
H 1.143 -0.626 0.914
```


Which structure loses on stability? x does.


## w
Density functional theory data (ωB97M-V/def2-TZVPD) for C2H3NO2 in the gas phase.

Computed properties:
Orbital gap (eV): 10.85
Highest occupied orbital energy (eV): -10.29
SMILES string: O=CNC=O
Spin multiplicity: 1
LUMO energy (eV): 0.558

Geometry as XYZ:
```
8
C2H3NO2 (ωB97M-V/def2-TZVPD)
O -0.315 1.290 -1.376
C -0.258 0.070 -1.296
N 0.080 -0.654 -0.248
C 0.094 -0.086 1.026
O 0.470 -0.545 2.023
H -0.254 -0.588 -2.181
H -0.205 -1.598 -0.432
H -0.351 0.900 0.797
```


## x
Density functional theory data (ωB97M-V/def2-TZVPD) for C2H3NO2 in the gas phase.

Computed properties:
Orbital gap (eV): 11.04
Highest occupied orbital energy (eV): -10.61
SMILES string: O=CNC=O
Spin multiplicity: 1
LUMO energy (eV): 0.433

Geometry as XYZ:
```
8
C2H3NO2 (ωB97M-V/def2-TZVPD)
O 1.810 -0.849 -0.292
C 0.614 -0.911 -0.547
N -0.335 0.043 -0.290
C -0.304 1.091 0.619
O -1.285 1.711 0.964
H 0.117 -1.846 -1.042
H -1.246 -0.391 -0.520
H 0.630 1.150 1.109
```


## y
Density functional theory data (ωB97M-V/def2-TZVPD) for C2H3NO2 in the gas phase.

Computed properties:
Orbital gap (eV): 10.20
Highest occupied orbital energy (eV): -10.01
SMILES string: O=C/C=N\O
Spin multiplicity: 1
LUMO energy (eV): 0.185

Geometry as XYZ:
```
8
C2H3NO2 (ωB97M-V/def2-TZVPD)
O -1.852 -0.898 -0.361
C -1.226 0.035 0.077
C 0.100 0.696 -0.239
N 1.273 0.241 -0.267
O 1.316 -1.133 -0.080
H -1.807 0.432 0.977
H 0.004 1.758 -0.385
H 2.193 -1.131 0.277
```


Which structure loses on stability? y does.


## w
Density functional theory data (ωB97M-V/def2-TZVPD) for C2H3NO2 in the gas phase.

Computed properties:
Orbital gap (eV): 10.28
Highest occupied orbital energy (eV): -9.95
SMILES string: NC(=O)C=O
Spin multiplicity: 1
LUMO energy (eV): 0.336

Geometry as XYZ:
```
8
C2H3NO2 (ωB97M-V/def2-TZVPD)
N 1.114 -0.397 -0.174
C -0.182 -0.118 -0.457
O -0.720 -0.334 -1.527
C -1.063 0.478 0.639
O -1.201 -0.022 1.726
H 1.668 -0.808 -0.912
H 1.566 -0.135 0.690
H -1.651 1.354 0.302
```


## x
Density functional theory data (ωB97M-V/def2-TZVPD) for C2H3NO2 in the gas phase.

Computed properties:
Orbital gap (eV): 9.35
Highest occupied orbital energy (eV): -9.53
SMILES string: O=N[C@H]1CO1
Spin multiplicity: 1
LUMO energy (eV): -0.172

Geometry as XYZ:
```
8
C2H3NO2 (ωB97M-V/def2-TZVPD)
O -2.223 -0.587 0.122
N -1.459 0.212 -0.342
C -0.251 0.262 0.429
C 0.940 -0.059 -0.403
O 0.596 1.255 0.075
H -0.317 -0.190 1.416
H 1.709 -0.593 0.204
H 1.005 -0.300 -1.501
```


Which structure loses on stability? x does.